18
Properties=species:S:1:pos:R:3:forces:R:3 method="wB97M-V/def2-TZVPD" orbital_gap_ev=10.5 e_above_lowest_ev=3.302 e_homo_ev=-9.9 e_tot_ev=-21971.568
Cl -4.5810 0.3429 0.5042 2.7923 -0.4729 -0.5335
O -0.0175 0.5939 -1.6424 -0.0551 1.8550 -0.0053
C -0.3172 -0.2831 -0.6108 0.3495 -0.4579 1.5516
C -0.0584 -1.6550 -1.1650 -0.0047 -0.7202 -0.0363
C 0.8121 1.3518 1.2871 -0.0967 -1.1572 -0.1745
C 1.9625 0.5507 0.6777 -1.1897 -0.5606 0.5789
C 0.5459 -0.0446 0.6855 0.4096 0.8298 0.0793
C -2.8845 0.0654 0.1365 -0.8506 0.1048 -0.2504
C -1.7434 -0.1355 -0.2403 -1.9699 0.3893 0.9407
H 0.9997 -1.8121 -1.3008 0.4732 0.0289 0.1115
H 2.6902 0.0399 1.3217 -0.3918 0.4692 -0.1589
H 0.3945 2.2204 0.7769 0.3791 -0.1991 -0.0995
H 0.4132 -0.8160 1.4454 -0.1507 0.0905 -0.3084
H 2.3611 0.8745 -0.2548 0.1220 0.2580 -0.5828
H -0.4516 -2.4327 -0.5126 0.0121 -0.0080 0.0057
H -0.3702 1.4547 -1.3334 0.4348 -0.3917 -0.6360
H 0.7451 1.4316 2.3749 0.0674 -0.0598 -0.3961
H -0.5004 -1.7470 -2.1499 -0.3306 0.0021 -0.0860



17
Properties=species:S:1:pos:R:3:forces:R:3 method="wB97M-V/def2-TZVPD" orbital_gap_ev=8.3 e_above_lowest_ev=2.364 total_charge=-1 e_homo_ev=-4.4 e_tot_ev=-17913.150
O -0.2195 -2.2723 0.6132 0.0172 0.4074 -0.4723
O -1.5198 1.1033 1.2401 1.3252 0.3168 0.1040
O 2.5373 -0.7321 0.2608 0.8605 -0.8327 -0.5617
O 2.0020 1.2344 -0.8188 0.4475 -0.8944 0.5263
O 1.1670 0.6130 1.3144 -0.6948 1.6340 -0.0518
N 0.3612 -0.4053 -0.6719 0.5976 1.3933 -0.0026
N -0.8450 1.0305 -0.9862 4.4013 0.1227 -1.0942
N -1.7107 0.7313 -0.1216 -3.2012 0.0922 2.4997
C -1.9932 -0.6668 -0.2411 0.4088 -1.5706 -2.8560
C -0.4060 -1.2562 -0.0550 -2.1517 -0.4144 0.2575
C 1.5323 0.2289 0.1572 -0.3843 -0.4917 -0.3756
H -2.3508 -0.8215 -1.3819 1.0343 0.2382 2.5081
H -0.4939 1.1828 1.4072 -0.9043 -0.9143 -0.5545
H -2.7188 -1.2263 0.3781 0.5138 1.1089 0.2458
H 2.4037 0.6737 -1.5195 -0.4604 0.6226 0.5659
H -0.1166 1.7674 -0.6784 -1.6924 -1.1460 -0.3715
H 2.3707 -1.1847 1.1037 -0.1169 0.3280 -0.3672



75
Properties=species:S:1:pos:R:3:forces:R:3 method="wB97M-V/def2-TZVPD" orbital_gap_ev="7.8 / 6.9" e_above_lowest_ev=0.538 total_charge=+1 e_homo_ev="-10.8 / -11.6" multiplicity=5 e_tot_ev=-86697.645 s_squared=6.015
Ir 0.0116 0.2676 -0.8416 0.2199 -0.8375 0.7651
S 0.2318 2.7411 -2.0910 1.4357 1.5914 -1.2925
P -2.0367 1.3360 0.2039 -0.7305 -0.3227 0.7256
P -1.8923 -1.4472 0.2382 -1.2348 -0.0122 0.0972
F 1.9640 1.0266 -2.8985 0.1976 -0.0565 -0.1953
F 2.7871 3.0264 -2.9179 -0.3397 0.1169 0.1624
F 1.4209 2.4121 -4.4734 -0.2153 0.1220 0.2147
O 0.7747 2.4771 -0.7484 0.1028 0.0310 0.3468
O -0.1835 4.0721 -2.3398 -0.0606 0.1543 -0.0691
O -0.7019 1.6864 -2.4723 -0.1728 -0.7474 -0.1286
O -0.3603 -2.7273 -0.7055 -0.4063 -0.1604 0.1787
O 3.0188 1.1240 0.0907 0.3158 -0.2507 -0.0091
N 2.2043 0.0387 -0.0905 -0.2518 0.2262 -0.1871
N 0.6315 -1.8832 -0.6774 0.3416 1.0610 0.1589
N -2.5577 -0.0391 1.1317 0.4970 -0.7822 -0.9389
C 1.6967 2.3209 -3.1836 0.0544 -0.1740 0.0716
C -3.2612 3.1665 1.9063 -0.0094 -0.0346 -0.0391
C -5.8954 1.5864 -1.1424 -0.0262 0.0659 0.0113
C -3.4282 2.6914 -1.7697 0.0209 -0.0726 0.0606
C -2.9949 -5.2042 1.3634 -0.0775 -0.0339 0.0808
C -2.3100 -4.1326 0.8175 0.0884 -0.0492 -0.0812
C -2.8466 -0.9721 -3.7078 0.0664 0.1475 -0.1394
C -4.8753 -1.5187 -2.5478 0.0040 -0.0376 0.0490
C -4.1809 -1.5898 -1.3535 0.0266 -0.0766 -0.0608
C -4.7683 1.1824 -0.4494 0.1511 0.1796 0.0603
C -0.8986 4.3593 2.7384 0.0402 0.0263 0.0668
C -2.1301 -0.0088 2.5265 0.1366 0.0598 0.5253
C -4.5598 3.0795 -2.4651 0.0032 0.0615 -0.0320
C -4.5348 -3.6903 2.4073 -0.0812 0.0341 0.0575
C -4.2111 -1.2116 -3.7249 0.0662 0.0084 0.0540
C -4.1034 -4.9852 2.1663 0.0582 -0.0140 -0.0452
C -0.8567 3.3136 1.8289 -0.0196 -0.1155 -0.0699
C -2.7363 -2.8331 1.0637 0.3238 0.1509 0.0990
C 2.7713 -1.1104 -0.2490 0.2176 1.2765 0.2131
C -3.2920 4.1983 2.8258 -0.0678 -0.0525 0.0104
C -2.1128 4.8012 3.2377 0.0784 -0.0747 -0.0465
C -3.8578 -2.6141 1.8628 -0.0051 -0.0084 0.0018
C -5.7930 2.5288 -2.1544 0.0330 -0.0037 0.0435
C -2.1499 -1.0424 -2.5153 -0.0060 -0.0385 0.1939
C 1.8486 -2.2227 -0.3973 -1.1101 -0.5263 -0.3665
C -3.5270 1.7322 -0.7654 0.2628 -0.0284 -0.1413
C -2.8146 -1.3365 -1.3294 0.3343 -0.1837 0.0291
C -2.0389 2.7128 1.4099 0.2814 -0.1596 -0.3244
C 2.2553 -3.6423 -0.2057 -0.2341 0.0351 0.0582
C 4.2423 -1.3166 -0.2300 0.0766 0.2620 0.0242
H -4.1852 2.7158 1.5713 -0.0392 0.0202 0.0080
H -1.0680 -0.8952 -2.5130 -0.1738 -0.1872 -0.2527
H -1.4539 -4.2926 0.1828 0.0368 -0.1333 0.0296
H -2.6623 -6.2122 1.1664 0.0391 -0.0637 -0.0306
H 2.4406 1.9094 0.0326 -0.0205 -0.4047 -0.0895
H -2.7391 0.7125 3.0722 0.0542 -0.1076 0.0586
H 0.0182 4.8309 3.0588 0.0775 0.0302 -0.0029
H -4.6987 -1.8492 -0.4423 -0.0676 -0.0154 0.0187
H -4.4733 3.8194 -3.2458 -0.0157 0.0745 -0.0705
H -4.6310 -5.8206 2.6013 -0.0483 -0.0599 0.0233
H -4.2401 4.5334 3.2187 -0.0710 0.0506 0.0095
H 4.5231 -2.1372 -0.8821 0.0202 -0.0867 -0.0387
H 3.0303 -3.7346 0.5476 0.1058 -0.0195 0.0647
H -4.2117 -1.6102 2.0422 -0.0445 0.0550 0.0332
H -2.4710 3.1333 -2.0056 -0.1770 0.0998 -0.0421
H 1.3806 -4.2196 0.0877 0.0314 -0.0197 0.0303
H -4.8482 0.4600 0.3496 0.0036 -0.0397 0.0135
H -2.1428 5.6161 3.9441 0.0082 0.0783 0.0692
H -2.3269 -0.7326 -4.6232 0.0560 0.0010 -0.0634
H 4.7456 -0.4036 -0.5388 0.0248 -0.0223 -0.0346
H 4.5801 -1.5448 0.7806 0.0140 -0.0642 0.0852
H -1.0819 0.2859 2.6286 0.0874 0.0157 0.1027
H -4.7535 -1.1739 -4.6571 -0.0451 0.0326 -0.0819
H -5.9385 -1.7032 -2.5595 -0.0986 -0.0499 -0.0026
H -5.4051 -3.5132 3.0218 -0.0607 0.0009 0.0469
H -2.2489 -0.9948 2.9760 -0.0244 0.1046 -0.0114
H -6.6753 2.8451 -2.6895 -0.0795 0.0096 -0.0627
H 2.6223 -4.0623 -1.1413 0.0803 -0.0294 -0.0771
H -6.8574 1.1687 -0.8864 -0.0945 -0.0473 0.0149
H 0.0864 2.9771 1.4239 0.0358 0.0208 0.0598



51
Properties=species:S:1:pos:R:3:forces:R:3 method="wB97M-V/def2-TZVPD" orbital_gap_ev=6.2 e_above_lowest_ev=0.000 total_charge=+1 e_homo_ev=-10.2 e_tot_ev=-170739.002
Tc 0.4898 0.5363 -0.9427 -0.0715 -0.1373 -0.0169
As -0.2728 3.1381 -3.6277 0.0973 -0.0083 0.0036
Cl -1.8050 0.9047 3.6000 0.0003 -0.0065 -0.0005
Cl -1.9949 -4.4611 3.2910 0.0037 0.0067 -0.0039
S 1.0143 1.5319 -4.4129 0.0135 0.0805 -0.0504
S 0.4950 2.6788 -1.4136 0.0604 0.0334 -0.0725
S -2.1939 2.2084 -3.2022 -0.1194 -0.0434 0.0077
S 0.8418 -0.0411 -3.0251 0.0300 -0.0754 -0.0081
Si -1.9330 0.8259 -1.4738 0.0751 0.0801 0.1498
Si 2.1547 0.8180 0.7185 -0.0515 0.1412 -0.0600
O -0.4940 0.7164 0.9584 0.0271 -0.0040 -0.0178
N 0.0990 -1.5324 -0.4041 0.0116 0.0209 0.0049
C -1.5390 -2.9430 2.5951 -0.0064 0.0125 0.0083
C 2.0446 1.7954 2.2821 0.0107 -0.0019 -0.0036
C -0.5358 -1.6517 0.8106 0.0040 0.0030 -0.0081
C -0.4899 4.9187 0.5070 -0.0135 -0.0124 0.0205
C -0.8914 -2.9105 1.3395 0.0012 -0.0027 -0.0050
C 1.7392 5.9595 0.4920 0.0437 0.0099 -0.0185
C -2.9788 1.6399 -0.1630 -0.0507 0.0130 -0.0721
C 0.4054 5.9009 0.9275 -0.0361 -0.0156 0.0084
C -0.5716 -4.0552 0.5725 -0.0004 -0.0058 0.0037
C 2.2936 5.0402 -0.3985 0.0097 0.0189 0.0201
C 1.3650 4.1111 -0.8211 -0.0147 -0.0379 0.0023
C -0.8202 -0.4335 1.4941 -0.0184 -0.0332 0.0415
C 3.8877 0.1801 0.5099 0.0057 -0.0201 0.0231
C 0.3772 -2.6205 -1.0877 -0.0097 0.0036 -0.0042
C -1.8066 -1.7830 3.2682 0.0010 -0.0107 -0.0007
C -1.4495 -0.5425 2.7243 0.0006 0.0181 -0.0133
C -2.7300 -0.7745 -2.0007 -0.0249 -0.0025 -0.0444
C 0.0563 -3.9090 -0.6287 -0.0043 0.0027 -0.0091
C 0.0858 4.0585 -0.4046 0.0121 0.0454 0.0295
H 3.3249 5.0830 -0.7158 -0.0013 -0.0016 0.0001
H -2.5241 2.5493 0.2297 0.0205 -0.0189 0.0033
H -2.2165 -1.2248 -2.8497 0.0088 0.0035 0.0019
H -3.9390 1.9011 -0.6162 -0.0094 0.0126 0.0319
H -1.5075 4.8577 0.8624 0.0022 0.0120 0.0053
H 4.0615 -0.2701 -0.4656 -0.0097 -0.0116 0.0042
H 0.3100 -4.7632 -1.2393 0.0041 0.0013 0.0006
H -2.2993 -1.8140 4.2300 -0.0007 -0.0016 -0.0007
H -3.7670 -0.5777 -2.2835 -0.0087 -0.0372 0.0056
H 0.0658 6.6517 1.6288 -0.0118 -0.0004 -0.0031
H -2.7374 -1.4880 -1.1732 -0.0050 -0.0026 0.0142
H 0.8679 -2.4874 -2.0435 0.0077 -0.0070 0.0029
H 4.6155 0.9804 0.6736 -0.0156 0.0013 0.0115
H -3.1653 0.9661 0.6742 0.0249 -0.0043 0.0019
H 2.5644 1.2969 3.1032 -0.0026 -0.0004 0.0107
H -0.8316 -5.0341 0.9506 -0.0009 -0.0001 -0.0025
H 4.0745 -0.5734 1.2831 0.0184 -0.0113 -0.0076
H 2.5701 2.7439 2.1103 -0.0112 -0.0014 0.0109
H 1.0134 2.0036 2.5604 0.0016 -0.0005 -0.0048
H 2.3636 6.7581 0.8712 0.0024 -0.0042 -0.0007